No. 1
Molecular formula: C19H19ClN2O2
Method: DFT, ωB97M-V with the def2-TZVPD basis set

Calculated values
- M (g mol⁻¹) = 342.8
- ΔE to the lowest compared entry with this formula, charge and spin (kcal per mole) = 0.0
- calculated total energy (eV) = -39610.314
- orbital gap (eV) = 8.977
- highest occupied orbital energy (eV) = -8.534
- LUMO energy (eV) = 0.44
- net charge = 0

Geometry as XYZ:
```
43
C19H19ClN2O2, DFT ωB97M-V with the def2-TZVPD basis set
O 2.29 1.17 2.35
C 2.90 1.31 1.31
N 2.36 1.22 0.06
C 1.05 0.91 -0.30
C 0.77 0.78 -1.66
C -0.50 0.48 -2.09
C -1.53 0.29 -1.17
C -2.92 0.04 -1.64
O -3.58 0.91 -2.19
N -3.41 -1.20 -1.44
C -2.70 -2.29 -0.81
C -3.28 -2.57 0.59
C -4.73 -2.11 0.66
C -5.42 -2.38 -0.68
C -4.80 -1.49 -1.76
C -1.25 0.44 0.19
C 0.03 0.74 0.62
C 4.36 1.67 1.31
C 4.76 2.62 2.25
C 6.08 3.01 2.35
C 7.03 2.44 1.53
C 6.66 1.47 0.61
C 5.34 1.09 0.50
Cl 4.95 -0.17 -0.63
H 2.99 1.34 -0.72
H 1.56 0.92 -2.39
H -0.72 0.39 -3.15
H -2.83 -3.18 -1.45
H -1.64 -2.06 -0.76
H -2.69 -2.05 1.35
H -3.21 -3.64 0.80
H -5.25 -2.62 1.47
H -4.78 -1.04 0.86
H -6.49 -2.18 -0.61
H -5.30 -3.44 -0.93
H -4.86 -1.98 -2.74
H -5.31 -0.53 -1.82
H -2.04 0.32 0.91
H 0.23 0.85 1.67
H 4.01 3.03 2.90
H 6.37 3.75 3.08
H 8.07 2.73 1.60
H 7.40 1.00 -0.03
```

Atomic partial charges in e from the Mulliken method, atoms 1 to 8: O -0.631; C 0.758; N -0.201; C 0.959; C -0.747; C -0.717; C -0.251; C 0.250

***

No. 2
Molecular formula: C19H19ClNO3PbSSi
Method: DFT, ωB97M-V with the def2-TZVPD basis set

Calculated values
- M (g mol⁻¹) = 612.2
- calculated total energy (eV) = -64130.181
- orbital gap (eV) = 6.990
- highest occupied orbital energy (eV) = -4.363
- LUMO energy (eV) = 2.63
- net charge = -1

Geometry as XYZ:
```
46
C19H19ClNO3PbSSi, DFT ωB97M-V with the def2-TZVPD basis set
Pb -4.19 7.29 11.65
S -5.38 11.60 13.88
C -6.82 10.65 13.78
C -6.62 9.42 13.28
C -5.31 9.15 12.84
C -4.50 10.27 13.02
C -3.06 10.38 12.71
C -2.36 11.62 12.93
C -0.95 11.60 12.80
C -0.36 10.33 12.49
C -1.14 9.22 12.10
N -2.47 9.22 12.24
H -7.79 11.05 14.04
H -7.43 8.61 13.17
H -2.99 12.48 13.20
H -0.34 12.43 12.96
H 0.77 10.20 12.46
H -0.60 8.33 11.85
Cl -1.57 -0.31 12.41
C -1.46 1.35 11.92
C -2.65 1.97 11.60
C -2.69 3.33 11.29
C -1.50 4.07 11.41
C -0.24 3.37 11.70
C -0.22 2.03 11.92
C -1.47 5.56 11.35
O -0.45 6.16 11.80
O -2.44 6.09 10.68
H -3.52 1.34 11.54
H -3.55 3.80 10.88
H 0.74 3.92 11.84
H 0.74 1.46 12.03
C -2.67 5.41 15.29
Si -4.41 6.23 15.02
C -5.83 5.27 15.80
C -4.18 8.00 15.74
O -4.70 6.24 13.42
H -2.54 5.22 16.36
H -1.86 6.11 15.04
H -2.64 4.50 14.70
H -6.43 5.79 16.55
H -5.51 4.31 16.21
H -6.55 5.13 14.98
H -3.56 8.00 16.67
H -5.20 8.43 15.92
H -3.67 8.63 15.03
```

Atomic partial charges in e from the Mulliken method, atoms 1 to 8: Pb 1.121; S -0.302; C -0.336; C -0.435; C -0.734; C 0.298; C 0.648; C -0.823

***

No. 3
Molecular formula: C19H19F14I2N2O3S
Method: DFT, ωB97M-V with the def2-TZVPD basis set

Calculated values
- M (g mol⁻¹) = 875.2
- calculated total energy (eV) = -94206.353
- orbital gap (eV) = 6.834
- highest occupied orbital energy (eV) = -11.957
- LUMO energy (eV) = -5.12
- net charge = +1

Geometry as XYZ:
```
60
C19H19F14I2N2O3S, DFT ωB97M-V with the def2-TZVPD basis set
N 3.06 -3.71 -1.28
C 4.12 -2.72 -1.05
C 3.74 -1.32 -1.60
C 2.99 -0.45 -0.64
C 1.62 -0.20 -0.85
C 0.89 -0.72 -2.03
C 0.20 -2.08 -1.74
C -1.07 -2.18 -2.59
I -1.66 -4.19 -2.92
C 0.92 0.63 0.09
C -0.56 0.83 -0.15
C -0.91 1.98 -1.14
O -2.02 2.71 -0.68
C -3.27 2.14 -0.96
C -3.99 1.69 0.34
F -3.24 1.91 1.43
F -5.12 2.41 0.47
C -4.41 0.21 0.28
F -3.39 -0.56 -0.15
F -5.39 0.13 -0.66
C -4.95 -0.40 1.59
F -5.82 0.42 2.16
F -3.91 -0.62 2.40
C -5.64 -1.77 1.29
F -6.95 -1.58 1.12
F -5.45 -2.59 2.34
C 1.61 1.18 1.17
S 0.53 2.23 2.20
O -0.04 3.20 1.34
O -0.26 1.33 2.95
F 1.41 3.02 3.17
N 2.96 0.90 1.38
C 3.62 1.44 2.59
F 2.79 1.23 3.61
F 4.72 0.77 2.91
C 4.06 2.95 2.44
F 3.95 3.57 3.57
F 5.33 2.96 2.06
F 3.36 3.55 1.48
C 3.64 0.13 0.47
I 5.73 -0.14 0.55
H 3.44 -4.62 -1.09
H 2.36 -3.59 -0.55
H 4.33 -2.66 0.02
H 5.02 -3.05 -1.55
H 3.17 -1.51 -2.50
H 4.65 -0.83 -1.92
H 1.53 -0.77 -2.90
H 0.10 -0.04 -2.30
H -0.11 -2.09 -0.70
H 0.84 -2.92 -1.99
H -0.95 -1.69 -3.54
H -1.90 -1.68 -2.09
H -0.98 -0.08 -0.55
H -1.12 1.03 0.75
H -1.15 1.58 -2.13
H -0.08 2.68 -1.26
H -3.90 2.90 -1.40
H -3.22 1.31 -1.66
H -5.24 -2.26 0.40
```

Atomic partial charges in e from the Mulliken method, atoms 1 to 8: N -0.594; C -0.425; C -1.712; C 0.878; C 0.086; C -0.993; C -0.631; C -0.938

***

No. 4
Molecular formula: C19H19F3FeO4S
Method: DFT, ωB97M-V with the def2-TZVPD basis set

Calculated values
- multiplicity = 5
- M (g mol⁻¹) = 456.3
- calculated total energy (eV) = -81570.003
- orbital gap (alpha / beta) (eV) = 6.837 / 7.721
- highest occupied orbital energy (alpha / beta) (eV) = -6.386 / -8.857
- ⟨S²⟩ = 6.06
- LUMO energy (alpha / beta) (eV) = 0.45 / -1.14
- net charge = 0

Geometry as XYZ:
```
47
C19H19F3FeO4S, DFT ωB97M-V with the def2-TZVPD basis set
C -0.24 -1.21 -1.68
C -0.05 -0.30 -0.47
C -1.38 0.51 -0.18
Fe -2.89 1.07 -1.44
C -3.81 1.54 0.10
O -4.32 1.76 1.11
C -3.52 -0.68 -1.48
O -3.84 -1.77 -1.22
C -2.52 2.97 -2.05
C -3.89 2.57 -2.27
C -3.89 1.42 -3.12
C -2.52 1.09 -3.43
C -1.67 2.05 -2.77
H 0.66 -1.77 -1.94
H -1.08 -1.91 -1.54
H -0.49 -0.58 -2.54
H 0.69 0.45 -0.79
H -1.94 -0.03 0.60
H -1.08 1.49 0.26
H -2.19 3.85 -1.51
H -4.78 3.12 -1.96
H -4.77 0.93 -3.53
H -2.19 0.32 -4.12
H -0.59 2.12 -2.86
C 5.73 0.92 2.53
C 4.41 0.48 1.97
C 3.27 1.23 2.27
C 2.02 0.80 1.85
C 1.88 -0.43 1.18
C 0.49 -0.92 0.81
S 0.51 -2.78 1.03
C -1.19 -3.12 1.79
F -1.23 -4.36 2.29
F -1.43 -2.23 2.79
F -2.16 -2.98 0.86
O 0.59 -3.47 -0.24
O 1.44 -3.06 2.10
C 3.03 -1.12 0.78
C 4.29 -0.68 1.19
H 6.53 0.27 2.17
H 5.95 1.95 2.24
H 5.71 0.89 3.63
H 3.38 2.15 2.84
H 1.13 1.40 2.05
H -0.19 -0.70 1.65
H 2.97 -1.98 0.12
H 5.18 -1.25 0.93
```

Atomic partial charges in e from the Mulliken method, atoms 1 to 8: C -1.695; C 1.277; C -1.611; Fe 0.356; C 0.330; O -0.329; C 0.249; O -0.284

***

No. 5
Molecular formula: C19H19FN
Method: DFT, ωB97M-V with the def2-TZVPD basis set

Calculated values
- M (g mol⁻¹) = 280.4
- ΔE to the lowest compared entry with this formula, charge and spin (kcal per mole) = 25.1
- calculated total energy (eV) = -24211.060
- orbital gap (eV) = 5.013
- highest occupied orbital energy (eV) = -10.766
- LUMO energy (eV) = -5.75
- net charge = +1

Geometry as XYZ:
```
40
C19H19FN, DFT ωB97M-V with the def2-TZVPD basis set
C 1.87 2.96 1.65
C 0.72 2.66 0.75
C 0.66 1.78 -0.34
N -0.56 1.97 -0.96
C -1.31 2.89 -0.27
C -2.61 3.32 -0.76
C -0.54 3.34 0.81
H 1.52 3.61 2.48
H 2.36 2.07 2.09
H 2.64 3.54 1.10
H 1.49 1.26 -0.83
H -0.86 1.49 -1.80
H -3.10 3.92 0.01
H -2.55 3.92 -1.67
H -3.25 2.45 -0.96
H -0.81 4.12 1.51
F -2.07 -2.29 4.63
C -1.40 -1.97 3.48
C -0.32 -1.09 3.55
C 0.33 -0.77 2.37
C -0.09 -1.28 1.09
C 0.73 -0.95 -0.03
C 0.81 -1.59 -1.31
C 1.91 -1.21 -2.16
C 2.08 -1.77 -3.42
C 1.17 -2.72 -3.91
C 0.14 -3.16 -3.08
C -0.02 -2.65 -1.79
C -1.24 -2.12 1.10
C -1.86 -2.51 2.29
H 0.01 -0.70 4.51
H 1.24 -0.18 2.42
H 1.62 -0.39 0.24
H 2.68 -0.55 -1.75
H 2.92 -1.46 -4.04
H 1.28 -3.13 -4.91
H -0.56 -3.93 -3.43
H -0.72 -3.15 -1.12
H -1.63 -2.52 0.17
H -2.68 -3.23 2.27
```

Atomic partial charges in e from the Mulliken method, atoms 1 to 8: C -1.225; C 1.251; C -1.161; N 0.072; C 0.300; C -1.246; C -0.844; H 0.341

***

No. 6
Molecular formula: C19H19FN2O3
Method: DFT, ωB97M-V with the def2-TZVPD basis set

Calculated values
- M (g mol⁻¹) = 342.4
- ΔE to the lowest compared entry with this formula, charge and spin (kcal per mole) = 5.9
- calculated total energy (eV) = -31852.410
- orbital gap (eV) = 8.540
- highest occupied orbital energy (eV) = -8.006
- LUMO energy (eV) = 0.53
- net charge = 0

Geometry as XYZ:
```
44
C19H19FN2O3, DFT ωB97M-V with the def2-TZVPD basis set
C -7.09 -0.16 -1.57
C -6.39 -1.43 -1.11
O -5.77 -1.29 0.15
C -4.58 -0.63 0.25
C -3.84 -0.11 -0.80
C -2.63 0.52 -0.57
C -2.14 0.64 0.72
N -0.91 1.25 1.02
C -0.03 1.84 0.17
O -0.21 2.03 -1.01
C 1.28 2.24 0.88
C 2.24 2.90 -0.10
C 3.11 1.76 -0.61
O 3.85 1.79 -1.56
N 2.90 0.68 0.21
C 3.50 -0.57 0.03
C 4.82 -0.66 -0.42
C 5.42 -1.89 -0.63
C 4.73 -3.06 -0.40
C 3.42 -3.00 0.05
C 2.82 -1.77 0.24
F 1.53 -1.76 0.66
C 2.05 1.00 1.34
C -2.88 0.12 1.78
C -4.08 -0.50 1.55
H -7.59 -0.34 -2.52
H -7.83 0.14 -0.83
H -6.39 0.65 -1.69
H -7.12 -2.23 -0.96
H -5.66 -1.77 -1.86
H -4.19 -0.19 -1.82
H -2.07 0.92 -1.40
H -0.65 1.19 1.99
H 1.03 2.90 1.72
H 1.71 3.35 -0.94
H 2.87 3.65 0.36
H 5.37 0.25 -0.61
H 6.44 -1.92 -0.98
H 5.19 -4.02 -0.56
H 2.84 -3.89 0.23
H 1.39 0.17 1.59
H 2.67 1.22 2.22
H -2.50 0.20 2.79
H -4.66 -0.91 2.37
```

Atomic partial charges in e from the Mulliken method, atoms 1 to 8: C -1.042; C -0.440; O -0.457; C 0.572; C -0.213; C -0.789; C 0.466; N -0.067